This record from the Open Molecules 2025 dataset describes a 2-piece molecular cluster, C3H3Cl2F3O overall at a distorted geometry. The level of theory is ωB97M-V/def2-TZVPD.

The calculated total energy is -38401.7014 eV. The calculation puts the LUMO energy at 0.0104 Eh. The energy above the lowest of the compared OMol25 structures with the same formula, charge and spin is 2.587 eV. The HOMO-LUMO gap comes out at 9.301 eV.

```
! wB97M-V def2-TZVPD RIJCOSX def2/J DEFGRID3
* xyz 0 1
Cl 0.648 1.944 1.891
Cl 1.239 -0.923 1.975
F 0.452 1.507 -1.322
F 1.863 -0.100 -0.873
F -0.688 -0.855 -2.626
O -1.093 0.234 1.312
C 0.664 0.282 -0.845
C -0.398 -0.849 -1.239
C 0.230 0.394 1.336
H -1.243 -0.554 -0.682
H -1.681 0.696 2.015
H 0.008 -1.775 -0.941
*
```

Mulliken population analysis, charges in e, atoms 1 to 5: atom 1 (Cl): -0.16, atom 2 (Cl): -0.17, atom 3 (F): -0.25, atom 4 (F): -0.21, atom 5 (F): -0.30